1.
Molecular formula: Cl13O60Pb4S2
Method: DFT, ωB97M-V/def2-TZVPD

The geometry in XYZ format:
```
79
Properties=species:S:1:pos:R:3:forces:R:3
Pb 3.50290 -9.13498 -4.32631 -0.410 -0.649 -0.655
Pb -0.88253 2.35667 3.62739 0.736 -0.164 -0.622
Pb -2.09857 2.21833 -1.95351 0.136 0.225 0.446
Pb 3.49349 3.47192 5.63368 -0.157 0.340 -0.253
Cl -9.20365 -7.36649 -1.07132 -0.670 2.189 -4.066
O -9.21361 -8.25793 -2.24137 -0.450 -0.025 0.958
O -10.50048 -7.17730 -0.52178 -2.332 -0.110 -0.017
O -8.42416 -7.86484 -0.05875 3.188 -2.286 3.107
O -8.69690 -6.09277 -1.52119 -0.037 -0.022 0.032
Cl -2.08644 -0.61313 -3.25727 -3.254 -3.880 2.373
O -2.91654 -1.00080 -4.35560 1.149 0.632 -0.646
O -1.65784 -1.83530 -2.56078 -0.114 2.647 -1.086
O -1.05787 0.32902 -3.47693 2.158 0.830 -1.368
O -3.02261 0.18531 -2.36984 0.015 -0.466 0.307
Cl 2.01648 1.05526 6.18938 -3.169 -1.245 -1.569
O 3.29232 1.26637 6.78633 1.249 0.177 1.329
O 1.25425 0.02995 6.87014 0.933 1.120 -0.679
O 1.25505 2.36359 6.21706 1.139 -1.001 0.287
O 2.24645 0.77839 4.78215 -0.398 -0.100 0.840
Cl -9.29245 7.53640 -6.64958 -2.201 -1.649 -5.027
O -8.51105 7.07358 -5.62765 2.784 -1.176 3.219
O -8.48815 7.91846 -7.83183 -0.739 -0.093 1.071
O -10.18334 6.36584 -7.08311 0.842 2.747 0.674
O -10.02889 8.68783 -6.20216 -0.986 0.412 -0.145
Cl -3.51507 1.46574 1.33632 -2.111 1.466 1.023
O -3.55850 1.41729 -0.08766 0.687 -0.010 -1.924
O -2.70835 2.68563 1.68712 -0.001 -1.207 0.365
O -4.87127 1.60784 1.76835 0.248 0.726 0.391
O -3.00273 0.27938 1.88526 1.607 -0.569 0.537
Cl 6.07893 -8.02682 -2.13381 0.811 0.971 -1.071
O 6.24724 -9.01905 -1.09597 -0.658 0.449 0.050
O 6.80764 -6.82295 -1.86438 -0.328 -0.227 0.829
O 6.60495 -8.55944 -3.36635 0.101 -1.037 -0.886
O 4.67814 -7.70009 -2.41778 0.177 -0.203 1.242
Cl -3.92770 4.40982 -3.80043 1.716 1.628 5.629
O -4.82123 5.40895 -3.32337 -0.287 0.473 0.244
O -4.18929 3.17496 -3.03449 -0.081 -0.803 -0.531
O -4.12188 4.25040 -5.15037 0.509 -1.003 -3.484
O -2.52746 4.77708 -3.35316 -1.591 -0.603 -1.676
Cl 0.90209 0.63668 0.50108 5.096 0.276 -0.748
O 1.05643 1.16646 1.88621 -0.954 -0.249 -0.937
O 2.32414 0.19763 0.03744 -4.048 1.540 1.109
O 0.05804 -0.49833 0.49969 -1.034 -0.164 -0.169
O 0.40483 1.73897 -0.37537 -0.087 -1.338 0.876
Cl -5.17357 0.98563 7.91271 -1.719 0.803 -2.584
O -4.65156 0.92172 9.21883 0.604 -0.923 2.396
O -5.39671 -0.31427 7.28538 0.554 0.563 0.788
O -6.53281 1.62035 8.01087 1.878 -0.133 -0.418
O -4.19026 1.74478 7.13399 -1.499 -0.291 0.109
Cl 1.85035 -5.15160 -8.47765 -1.460 -1.818 1.787
O 1.48872 -5.85350 -7.23227 0.312 0.663 -1.364
O 2.88196 -4.21690 -8.18059 1.302 0.486 -0.332
O 2.25343 -6.15303 -9.46206 0.299 0.615 0.027
O 0.70912 -4.42800 -8.97551 -0.368 0.080 -0.451
Cl 4.47542 4.25377 8.64350 -1.592 -1.693 4.008
O 5.52739 3.66364 7.88427 0.206 0.573 -0.897
O 3.15286 3.90182 8.05288 0.701 0.243 -0.739
O 4.48528 3.64418 10.00178 0.099 1.144 -1.869
O 4.51516 5.68194 8.76175 0.674 0.143 -0.475
Cl 8.63799 0.90458 5.92092 1.024 -2.934 2.126
O 8.24757 0.37475 7.22999 0.295 0.873 0.005
O 9.76292 -0.00009 5.49993 -0.994 1.894 -0.298
O 7.51074 0.76135 5.07640 -0.372 0.338 -1.366
O 9.04681 2.28606 6.03060 0.370 -0.178 -0.294
Cl 5.56708 5.37474 -2.98762 0.209 0.247 -0.502
O 4.88151 5.93607 -4.11677 0.029 1.724 -0.801
O 6.86323 6.12529 -2.70433 -2.066 -1.462 -0.444
O 4.66712 5.48939 -1.85548 1.220 -0.437 -0.034
O 5.80501 4.00710 -3.42631 0.900 0.237 1.582
S 2.21963 -10.08545 -6.81552 -3.274 -0.205 3.733
O 2.91590 -10.29249 -8.03779 0.310 -0.505 -0.745
O 2.77819 -10.98900 -5.61334 0.127 0.930 -1.175
O 2.59724 -8.68415 -6.21949 -0.128 -0.269 -0.707
O 0.72091 -10.24076 -6.77832 3.442 0.234 -0.706
S 0.73748 4.81919 3.91283 1.433 -0.781 -0.594
O 0.62885 5.95670 3.06335 1.316 0.940 -0.258
O 0.94500 3.52993 3.03006 -0.413 1.553 1.982
O 1.87440 4.86287 4.98170 -1.121 0.432 -1.833
O -0.51719 4.67987 4.63581 -1.486 -1.651 0.964
```
Positions in Å, forces in eV/Å.

Computed properties:
- total charge = -9
- max |F| (hartree/bohr) = 0.11873
- E_LUMO (eV) = 10.25
- spin multiplicity = 1
- frontier orbital gap (eV) = 6.71
- HOMO level (eV) = 3.5312

Mulliken population analysis, charges in e, atoms 1 to 5: atom 1 (Pb): 1.25, atom 2 (Pb): 1.48, atom 3 (Pb): 1.57, atom 4 (Pb): 1.26, atom 5 (Cl): 1.60

---

2.
Molecular formula: Cl2CuF2NO4S2
Method: DFT, ωB97M-V/def2-TZVPD

The geometry in XYZ format:
```
12
Properties=species:S:1:pos:R:3:forces:R:3
Cu 0.93550 0.39858 -2.02789 0.551 -1.769 -0.091
Cl 0.46264 -1.48837 -3.98093 0.469 1.416 1.207
Cl 3.79281 0.24694 -1.56393 -1.423 0.087 -0.368
N -0.13041 0.07063 -0.09314 -0.100 5.142 1.166
S -0.32911 1.24754 1.18060 -0.549 4.854 -0.667
O 0.64071 1.06741 2.21132 -0.811 -0.361 -0.291
O -1.66152 1.84370 1.47223 3.011 -2.613 -0.758
F 0.28200 2.48822 0.31988 0.070 -0.956 -0.109
S -0.85283 -1.04572 0.64449 -1.972 -9.350 0.646
O -2.29514 -1.02631 0.89615 2.395 1.270 0.321
O 0.02979 -1.77244 1.58534 -2.076 1.961 -1.391
F -0.87443 -2.03018 -0.64414 0.433 0.320 0.334
```
Positions in Å, forces in eV/Å.

Computed properties:
- total charge = -1
- max |F| (hartree/bohr) = 0.18625
- ΔE to the lowest compared entry with this formula, charge and spin (kJ/mol) = 10.4
- E_LUMO (alpha / beta) (eV) = 1.60 / -1.90
- spin multiplicity = 2
- frontier orbital gap (alpha / beta) (eV) = 9.12 / 4.93
- <S²> = 0.77
- HOMO level (alpha / beta) (eV) = -7.5157 / -6.8294

Mulliken population analysis, charges in e, atoms 1 to 5: atom 1 (Cu): 0.68, atom 2 (Cl): -0.49, atom 3 (Cl): -0.36, atom 4 (N): 0.06, atom 5 (S): 0.99

---

3.
Molecular formula: Cl2CuF2NO4S2
Method: DFT, ωB97M-V/def2-TZVPD

The geometry in XYZ format:
```
12
Properties=species:S:1:pos:R:3:forces:R:3
Cu 1.49094 1.51246 -3.05787 -0.059 0.143 -0.325
Cl 6.11471 1.61821 -3.94364 -0.382 -0.011 0.078
Cl -1.79087 2.90581 -5.73324 0.400 -0.153 0.298
N -0.04764 -0.19320 0.73442 -1.227 -3.345 -1.873
S -0.99379 -1.60816 0.69027 -0.029 -2.547 -0.863
O -2.41347 -1.37583 0.34978 3.391 -0.733 0.866
O -0.54023 -2.67795 1.62915 -1.871 2.995 -1.544
F -0.32092 -2.20823 -0.62636 -0.399 0.683 -0.397
S -0.36528 0.19506 2.16391 1.487 3.925 6.327
O 0.44645 -0.38615 3.25852 -1.366 1.139 -2.508
O -1.74814 0.43672 2.45730 -0.056 -0.621 0.062
F 0.16824 1.78126 2.07778 0.111 -1.474 -0.122
```
Positions in Å, forces in eV/Å.

Computed properties:
- total charge = -2
- max |F| (hartree/bohr) = 0.14766
- ΔE to the lowest compared entry with this formula, charge and spin (kJ/mol) = 421.6
- E_LUMO (eV) = 1.12
- spin multiplicity = 1
- frontier orbital gap (eV) = 4.33
- HOMO level (eV) = -3.2087

Mulliken population analysis, charges in e, atoms 1 to 5: atom 1 (Cu): 0.84, atom 2 (Cl): -0.94, atom 3 (Cl): -0.91, atom 4 (N): -0.26, atom 5 (S): 1.08